(1)
The following is a DFT calculation (ωB97M-V with the def2-TZVPD basis set) of one molecule with the formula C3H4N2O3 at a distorted geometry.

Properties
**Molar mass**: 116.076 u
**LUMO level**: 0.11 eV
**HOMO**: -9.4 eV
**ΔE to the lowest compared entry with this formula, charge and spin**: 6.932 eV
**SMILES**: O/N=C1\ON=C[C@@H]1O
**2S+1**: 1
**Frontier orbital gap**: 9.49 eV
**Energy**: -451.72502 Ha

```
12
Properties=species:S:1:pos:R:3:nbo_charge:R:1
O 2.6821 -0.1697 -0.0258 -0.56
N 1.5732 0.5682 0.1820 -0.21
C 0.5322 -0.1008 0.0049 0.44
O 0.5773 -1.3613 -0.1308 -0.34
N -0.8188 -1.8474 -0.2838 -0.04
C -1.5748 -0.9624 0.2464 0.01
C -0.9181 0.3513 0.4234 -0.02
O -1.5431 1.4064 -0.3799 -0.70
H 3.4943 0.4034 -0.6128 0.48
H -2.6483 -0.9819 -0.0211 0.24
H -0.7347 0.7668 1.5246 0.22
H -0.6213 1.9274 -0.9271 0.49
```

(2)
The following is a DFT calculation (ωB97M-V with the def2-TZVPD basis set) of one molecule with the formula C3H4N2O3 at a distorted geometry.

Properties
**Molar mass**: 116.076 u
**LUMO level (alpha / beta)**: 0.27 / -4.52 eV
**HOMO (alpha / beta)**: -7.7 / -10.6 eV
**ΔE to the lowest compared entry with this formula, charge and spin**: 2.133 eV
**2S+1**: 3
**Frontier orbital gap (alpha / beta)**: 7.95 / 6.09 eV
**Expectation value of S²**: 2.01
**Energy**: -451.64243 Ha

```
12
Properties=species:S:1:pos:R:3:mulliken_spin:R:1
C 0.3333 1.3258 -0.7506 -0.02
C -0.9518 -0.4483 0.2480 0.03
C 0.4082 0.2635 0.2484 0.16
N 0.3678 2.0501 -1.6325 0.06
N 1.6361 -0.5083 -0.2363 0.42
O 2.5463 -0.4445 0.4985 0.73
O 1.5844 -1.1362 -1.3036 0.62
O -1.8354 0.4812 0.7859 0.00
H -0.9959 -1.4561 0.8778 0.00
H -1.0659 -0.7110 -0.8858 0.00
H 0.6486 0.5814 1.2346 -0.01
H -2.6757 0.0025 0.9155 0.00
```

(3)
The following is a DFT calculation (ωB97M-V with the def2-TZVPD basis set) of C3H4N2O4 as an isolated structure at a distorted geometry.

Properties
**Molar mass**: 132.075 u
**LUMO level**: 0.03 eV
**HOMO**: -10.2 eV
**ΔE to the lowest compared entry with this formula, charge and spin**: 5.075 eV
**2S+1**: 1
**Frontier orbital gap**: 10.19 eV
**Energy**: -527.04480 Ha

```
13
Properties=species:S:1:pos:R:3:nbo_charge:R:1
O 1.7476 2.3504 1.0790 -0.45
C 1.4126 1.2094 1.0111 0.70
H 2.0165 0.3527 0.6696 0.20
O 0.4320 0.5382 2.6342 -0.91
H -0.4678 0.4004 1.6478 0.56
H 0.8109 -0.3330 2.7986 0.48
O -0.2775 0.8680 0.2450 -0.69
C -0.5034 0.0375 -0.7459 0.77
N -1.4486 0.1238 -1.6287 -0.53
C -1.3825 -1.1101 -2.2138 0.15
N -0.3940 -1.8540 -1.8081 -0.16
O 0.2191 -1.0672 -0.8378 -0.33
H -2.1648 -1.5161 -2.8511 0.21
```

- energy of number 3 (C3H4N2O4)?
  -527.04480 Ha

What did the first record say?
The following is a DFT calculation (ωB97M-V with the def2-TZVPD basis set) of one molecule with the formula C3H4N2O3 at a distorted geometry.

Properties
**Molar mass**: 116.076 u
**LUMO level**: 0.11 eV
**HOMO**: -9.4 eV
**ΔE to the lowest compared entry with this formula, charge and spin**: 6.932 eV
**SMILES**: O/N=C1\ON=C[C@@H]1O
**2S+1**: 1
**Frontier orbital gap**: 9.49 eV
**Energy**: -451.72502 Ha

```
12
Properties=species:S:1:pos:R:3:nbo_charge:R:1
O 2.6821 -0.1697 -0.0258 -0.56
N 1.5732 0.5682 0.1820 -0.21
C 0.5322 -0.1008 0.0049 0.44
O 0.5773 -1.3613 -0.1308 -0.34
N -0.8188 -1.8474 -0.2838 -0.04
C -1.5748 -0.9624 0.2464 0.01
C -0.9181 0.3513 0.4234 -0.02
O -1.5431 1.4064 -0.3799 -0.70
H 3.4943 0.4034 -0.6128 0.48
H -2.6483 -0.9819 -0.0211 0.24
H -0.7347 0.7668 1.5246 0.22
H -0.6213 1.9274 -0.9271 0.49
```